Here is an isolated ion of composition C5H8NO and charge +1 in a non-equilibrium geometry from the Open Molecules 2025 dataset. Energies are from ωB97M-V/def2-TZVPD.

```
15
Properties=species:S:1:pos:R:3:forces:R:3
C -0.245 -0.519 0.701 0.3 -3.2 0.9
C -0.214 -1.892 0.537 -0.3 1.6 -1.4
C 0.171 0.437 -0.230 0.9 -0.5 -0.6
C 1.271 0.046 -1.096 -0.5 -2.6 1.1
C -0.455 1.703 -0.337 -1.3 3.3 -0.9
N -1.046 0.001 1.738 -1.8 1.1 2.6
O -1.240 -0.493 2.816 1.1 0.0 -2.0
H -0.496 -2.657 1.197 -0.4 -0.3 1.7
H -0.249 -2.314 -0.449 0.7 0.1 -0.7
H 2.224 0.042 -0.571 0.2 0.3 0.3
H 1.335 0.625 -1.953 0.2 0.9 -1.7
H 1.134 -1.076 -1.256 0.3 1.3 -0.4
H -0.756 2.099 0.709 0.6 -0.4 -1.5
H -1.533 1.481 -0.724 1.6 0.4 0.3
H 0.098 2.516 -1.082 -1.5 -2.3 2.2
```
Forces are in eV/Å.

The total charge is +1. The calculation puts the HOMO-LUMO gap (alpha / beta) at 7.12 / 7.11 eV. For the energy above the lowest of the compared OMol25 structures with the same formula, charge and spin, the calculation gives 115.9 kcal per mole.

---

Here is one molecule with the formula C5H14N2 in a non-equilibrium geometry from the Open Molecules 2025 dataset. Energies are from ωB97M-V/def2-TZVPD.

```
21
Properties=species:S:1:pos:R:3:forces:R:3
N 2.359 0.169 1.164 0.0 0.0 -0.7
C 1.108 -0.430 0.690 0.3 0.3 0.0
C 0.275 -1.062 1.813 -0.4 -0.1 0.0
C 0.330 0.611 -0.112 0.0 1.0 0.4
N -0.718 0.048 -0.932 -0.5 -0.3 0.3
C -0.512 0.186 -2.354 0.9 -0.2 0.4
C -2.085 0.372 -0.527 1.2 0.0 0.1
H 2.205 0.960 1.772 0.0 -0.1 0.3
H 2.949 -0.528 1.593 0.0 0.2 0.3
H 1.396 -1.174 -0.039 0.1 -0.4 -0.1
H -0.792 -0.844 1.711 0.2 0.0 0.0
H 0.357 -2.146 1.863 0.1 -0.1 -0.2
H 0.613 -0.701 2.786 -0.1 0.2 0.0
H -0.062 1.367 0.585 -0.3 -0.2 0.1
H 1.015 1.230 -0.699 0.2 -0.4 -0.3
H 0.523 -0.114 -2.562 -0.2 -0.1 -0.1
H -0.596 1.225 -2.708 -0.4 0.0 -0.1
H -1.176 -0.504 -2.868 -0.1 0.2 -0.3
H -2.146 0.280 0.550 -0.2 -0.1 0.2
H -2.303 1.428 -0.750 -0.5 -0.2 -0.3
H -2.740 -0.374 -0.976 -0.4 0.5 -0.1
```
Forces are in eV/Å.

The total charge is 0. The calculation puts the HOMO-LUMO gap at 9.35 eV. For the energy above the lowest of the compared OMol25 structures with the same formula, charge and spin, the calculation gives 24.5 kcal per mole.

---

Here is a 6-piece molecular cluster, C18H34INO9S overall in a non-equilibrium geometry from the Open Molecules 2025 dataset. Energies are from ωB97M-V/def2-TZVPD.

```
64
Properties=species:S:1:pos:R:3:forces:R:3
N 1.162 -3.039 5.303 0.2 0.5 0.2
C 1.118 -2.925 3.922 -0.7 0.4 -0.6
I 2.037 -4.695 2.932 0.2 -0.7 0.3
O 1.769 -1.834 3.312 0.6 -0.5 0.1
C 1.277 -1.832 2.026 -2.9 -3.5 3.8
O 1.627 -1.219 1.156 2.6 3.5 -4.6
O 0.181 -2.714 1.926 0.0 0.4 0.3
C -0.276 -2.717 3.274 0.0 1.0 -0.5
O -1.244 -3.599 3.576 0.0 -1.5 -0.5
S -0.952 -0.980 3.438 -0.1 0.7 1.3
H 2.115 -3.136 5.633 0.0 0.1 0.1
H 0.688 -3.905 5.531 -0.1 0.0 0.2
H -1.522 -3.452 4.487 -0.2 0.2 -0.1
H -1.618 -0.856 2.271 0.2 -0.7 -0.1
C 1.224 2.707 -2.752 -0.1 -0.2 -0.3
C 1.147 1.206 -2.636 0.1 -0.1 0.1
O 0.781 0.507 -3.556 0.1 0.2 -0.3
C 1.532 0.580 -1.322 -0.1 -0.1 -0.2
H 0.914 3.009 -3.750 0.0 0.0 0.0
H 0.561 3.173 -2.022 0.2 0.1 0.1
H 2.248 3.043 -2.585 -0.1 0.1 0.2
H 0.874 0.943 -0.531 0.1 0.1 0.1
H 2.568 0.814 -1.073 -0.1 0.1 0.1
H 1.425 -0.500 -1.396 0.0 0.0 0.0
C -1.029 2.186 5.905 -0.1 -0.2 -0.2
C -1.777 1.314 6.885 0.0 -0.1 0.0
O -2.286 0.273 6.544 0.0 0.0 0.1
C -1.859 1.803 8.312 -0.1 -0.2 0.0
H -1.045 1.720 4.922 0.0 0.0 0.0
H -1.504 3.167 5.839 0.1 0.1 0.1
H 0.008 2.302 6.223 0.0 0.2 0.0
H -2.368 2.768 8.348 0.2 0.1 0.0
H -0.857 1.903 8.731 0.0 0.2 0.0
H -2.420 1.086 8.907 0.0 0.0 0.0
C -1.058 6.318 -4.877 0.3 0.0 0.1
C -1.117 5.894 -3.429 0.0 0.0 0.0
O -0.113 5.760 -2.769 0.0 0.0 0.0
C -2.486 5.645 -2.843 0.2 -0.1 0.2
H -0.020 6.463 -5.169 0.0 0.0 0.0
H -1.499 5.547 -5.510 -0.1 0.1 0.0
H -1.597 7.257 -5.014 -0.1 -0.1 -0.1
H -2.987 4.846 -3.391 -0.1 0.1 -0.1
H -3.085 6.556 -2.894 -0.1 -0.1 -0.1
H -2.384 5.348 -1.802 0.0 0.0 0.0
C -1.011 -3.219 -1.144 -0.4 0.1 0.6
C -1.719 -1.896 -1.261 -0.1 -0.1 0.0
O -2.265 -1.380 -0.307 0.1 0.1 0.1
C -1.719 -1.229 -2.615 -0.2 0.1 0.3
H -1.093 -3.577 -0.118 -0.1 0.0 -0.1
H -1.472 -3.949 -1.812 0.2 0.0 -0.2
H 0.035 -3.105 -1.395 0.0 -0.1 -0.2
H -2.210 -1.868 -3.352 0.2 -0.1 0.0
H -0.695 -1.026 -2.925 0.0 -0.2 -0.2
H -2.261 -0.286 -2.549 0.0 0.0 0.0
C 2.665 -4.791 -4.514 -0.2 -0.1 0.2
C 2.187 -3.539 -3.820 0.0 0.0 0.0
O 1.332 -3.583 -2.963 0.3 0.0 -0.3
C 2.820 -2.238 -4.240 -0.1 0.1 0.2
H 2.129 -5.652 -4.118 0.0 0.0 0.0
H 2.474 -4.719 -5.586 0.2 0.0 0.0
H 3.733 -4.929 -4.341 0.0 0.1 -0.2
H 2.635 -2.058 -5.300 0.1 0.0 0.0
H 3.896 -2.270 -4.055 0.0 0.0 -0.2
H 2.385 -1.422 -3.667 -0.1 0.0 0.0
```
Forces are in eV/Å.

The total charge is 0. The calculation puts the HOMO-LUMO gap at 9.01 eV.

---

Here is C2HO2Tm as an isolated structure in a non-equilibrium geometry from the Open Molecules 2025 dataset. Energies are from ωB97M-V/def2-TZVPD.

```
6
Properties=species:S:1:pos:R:3:forces:R:3
O -1.833 -0.925 -0.353 2.8 3.2 -0.1
C -0.928 -0.053 -0.312 -0.2 -3.7 0.9
C 0.492 -0.387 0.246 -0.9 1.3 0.4
O 1.379 0.549 0.442 -1.6 -0.1 -1.2
H 0.696 -1.383 0.696 -0.4 0.4 -0.6
Tm 0.195 2.199 -0.719 0.3 -1.2 0.6
```
Forces are in eV/Å.

The total charge is +1. The calculation puts the HOMO-LUMO gap (alpha / beta) at 6.15 / 7.07 eV. For the energy above the lowest of the compared OMol25 structures with the same formula, charge and spin, the calculation gives 0.0 kcal per mole. As for the multiplicity: 4.

---

Here is C12H23Cl14GaN2O2P as an isolated structure in a non-equilibrium geometry from the Open Molecules 2025 dataset. Energies are from ωB97M-V/def2-TZVPD.

```
55
Properties=species:S:1:pos:R:3:forces:R:3
C -3.472 4.084 -4.497 -1.2 -0.7 -0.2
C -3.003 2.655 -3.840 2.9 2.1 3.5
Cl -3.662 1.074 -4.626 0.9 2.5 1.1
C -2.104 2.589 -2.622 -3.1 -0.3 -4.1
Cl -1.445 4.154 -1.793 -1.0 -1.5 -1.3
Ga -1.602 0.725 -1.807 0.6 0.2 -0.2
O 0.153 0.751 -0.996 0.1 -1.9 -1.8
C 0.952 -0.273 -1.706 1.1 0.8 0.8
C 0.866 -1.772 -1.032 1.2 0.1 -0.9
N -0.210 -2.668 -1.648 0.9 0.0 2.0
C -1.445 -2.753 -0.780 -1.1 0.2 0.1
C -1.933 -4.271 -0.403 -1.8 0.6 1.2
C -1.388 -4.755 1.100 -0.8 -0.3 -0.1
O -1.685 -5.284 -1.444 -1.1 0.7 0.3
P -3.133 0.285 -0.037 -0.6 0.0 -0.7
N -4.388 -0.598 -0.581 -1.0 1.5 0.8
H -2.978 5.033 -4.019 -0.7 -2.2 -0.7
H -3.315 4.139 -5.659 -0.3 -0.4 2.5
H -4.644 4.169 -4.307 2.4 -0.1 -0.5
H -1.697 -0.415 -2.963 0.1 0.5 0.6
H 2.087 0.070 -1.591 -2.1 -0.7 -0.2
H 0.736 -0.255 -2.866 0.3 -0.5 2.3
H 0.813 -1.697 0.134 0.0 0.0 -2.4
H 1.905 -2.299 -1.283 -2.0 1.1 0.5
H 0.267 -3.587 -1.777 -1.2 0.8 0.3
H -1.311 -2.174 0.255 -0.1 -1.3 -2.1
H -2.342 -2.184 -1.323 1.9 -1.4 1.0
H -3.119 -4.216 -0.279 2.5 0.1 -0.2
H -0.873 -5.811 1.038 -0.7 2.2 0.1
H -2.333 -4.903 1.810 2.0 0.3 -1.6
H -0.727 -3.933 1.611 -1.1 -1.8 -1.2
H -2.522 -5.392 -1.985 1.6 0.5 1.1
H -2.385 -0.414 0.977 -0.3 0.6 0.2
H -3.583 1.541 0.568 0.6 -0.9 0.0
H -5.246 -0.009 -0.367 1.1 -1.2 -0.3
C 1.756 -1.866 3.327 -0.2 0.2 0.0
Cl 3.362 -1.482 2.685 -0.3 -0.1 0.1
Cl 0.501 -1.005 2.420 0.2 0.0 0.5
Cl 1.469 -3.614 3.281 0.1 0.1 0.1
H 1.714 -1.538 4.369 0.1 -0.1 -0.4
C 5.350 1.431 5.286 0.0 0.0 -0.2
Cl 4.090 0.501 6.114 0.1 0.1 0.0
Cl 6.864 1.383 6.205 -0.2 0.1 -0.1
Cl 5.600 0.816 3.643 0.1 0.3 0.3
H 5.022 2.472 5.218 0.1 -0.4 0.0
C 8.074 0.488 9.787 -0.1 0.0 0.1
Cl 9.041 1.583 8.783 0.0 -0.1 0.2
Cl 6.379 1.003 9.814 0.2 -0.1 0.1
Cl 8.210 -1.178 9.198 0.0 0.2 0.1
H 8.462 0.525 10.808 -0.1 0.0 -0.4
C -3.440 5.728 -8.546 0.0 -0.2 0.0
Cl -4.932 5.471 -7.626 0.1 0.0 -0.2
Cl -3.114 7.460 -8.732 0.0 -0.1 0.0
Cl -2.075 4.920 -7.757 -0.1 0.2 -0.3
H -3.570 5.294 -9.541 0.0 0.2 0.4
```
Forces are in eV/Å.

The total charge is -1. The calculation puts the HOMO-LUMO gap at 5.70 eV.

---

Here is one molecule with the formula C4H11N2 in a non-equilibrium geometry from the Open Molecules 2025 dataset. Energies are from ωB97M-V/def2-TZVPD.

```
17
Properties=species:S:1:pos:R:3:forces:R:3
C -0.993 0.756 2.138 0.3 1.9 0.4
C 0.520 0.597 1.822 -2.7 0.1 -3.6
C 0.512 -0.229 0.454 3.2 1.9 0.4
N 0.214 -1.377 -2.038 1.0 -3.1 -3.5
C 0.039 -0.087 -1.929 -0.1 3.4 -0.8
N -0.188 0.371 -0.672 -1.0 2.8 1.8
H -1.491 1.697 1.825 0.7 -0.3 -0.6
H -1.162 0.882 3.178 -0.1 -0.5 1.3
H -1.612 -0.012 1.734 -0.2 -0.9 -0.1
H 1.011 1.554 1.587 -0.1 -0.3 0.4
H 1.043 0.042 2.550 0.6 -0.6 0.9
H 1.650 -0.374 0.243 -1.8 0.0 -0.2
H 0.038 -1.156 0.550 -0.2 -1.8 1.1
H 0.457 -1.659 -3.032 -0.5 -0.6 2.7
H 0.092 -1.873 -1.200 0.1 -1.7 0.1
H 0.003 0.446 -2.854 -0.2 0.9 0.1
H -0.685 1.275 -0.518 0.9 -1.4 -0.3
```
Forces are in eV/Å.

The total charge is 0. The calculation puts the HOMO-LUMO gap (alpha / beta) at 5.34 / 9.68 eV. For the energy above the lowest of the compared OMol25 structures with the same formula, charge and spin, the calculation gives 32.5 kcal per mole. As for the multiplicity: 2.